Record 1
Entry from OMol25: one molecule with the formula C4H6N2O (ωB97M-V/def2-TZVPD).

Output
* orbital gap: 7.85 eV
* 2S+1: 1
* relative energy (zero: lowest compared OMol25 entry of this formula, charge and spin): 87.97 kcal per mole
* E_LUMO: 0.56 eV

```
13
Properties=species:S:1:pos:R:3:nbo_charge:R:1
N -1.84 -0.52 -0.64 -0.80
C -0.54 -0.22 -0.32 0.39
C -0.17 0.68 0.72 -0.09
O -1.12 1.38 1.46 -0.77
C 1.28 0.86 0.55 -0.26
C 1.69 0.02 -0.42 -0.08
N 0.57 -0.65 -0.95 -0.53
H -2.45 -0.01 0.00 0.42
H -2.10 -1.48 -0.79 0.39
H -0.45 0.09 1.67 0.46
H 1.90 1.49 1.17 0.23
H 2.68 -0.22 -0.79 0.22
H 0.59 -1.29 -1.73 0.42
```

---

Record 2
Entry from OMol25: C48H44BBrF5LaN10O5PS as an isolated structure in a non-equilibrium geometry (ωB97M-V/def2-TZVPD).

Output
* orbital gap: 4.36 eV
* charge: -1
* 2S+1: 1
* E_LUMO: 1.03 eV

```
117
Properties=species:S:1:pos:R:3:mulliken_charge:R:1
La -2.14 1.05 -0.90 1.64
Br -2.37 -0.47 -8.81 -0.25
C -2.00 -0.31 -6.99 -0.13
C -0.86 0.41 -6.56 -0.36
C -0.68 0.61 -5.20 -0.77
C -1.57 0.11 -4.23 -0.29
O -1.55 0.61 -3.03 0.28
C -2.71 -0.62 -4.69 0.09
C -3.53 -1.31 -3.73 -0.34
N -3.09 -1.69 -2.54 0.51
C -3.36 -2.94 -2.03 -0.33
C -4.65 -3.39 -1.70 -0.31
C -4.85 -4.51 -0.93 -0.88
C -3.81 -5.36 -0.69 -0.85
C -2.48 -5.05 -1.01 1.66
C -1.42 -5.92 -0.74 -0.85
C -0.18 -5.56 -1.17 -0.57
C 0.02 -4.31 -1.74 -0.23
N -0.99 -3.48 -2.02 -0.43
C -2.23 -3.81 -1.69 0.34
C -2.90 -0.80 -6.06 -0.41
H -0.10 0.70 -7.29 0.37
H 0.19 1.19 -4.90 0.45
H -4.58 -1.53 -3.97 0.31
H -5.49 -2.74 -1.94 0.29
H -5.85 -4.74 -0.56 0.39
H -4.06 -6.32 -0.27 0.35
H -1.70 -6.92 -0.34 0.34
H 0.75 -6.16 -0.97 0.34
H 1.00 -3.95 -2.03 0.30
H -3.80 -1.23 -6.43 0.51
O -0.09 2.51 1.85 -0.66
C 0.26 2.77 0.69 0.54
O -0.39 2.58 -0.40 -0.50
C 1.65 3.51 0.37 -1.10
P 3.07 2.18 0.20 0.44
C 4.27 2.95 -0.93 0.04
C 4.59 4.31 -0.80 -0.04
C 5.54 4.89 -1.66 -0.79
C 6.19 4.01 -2.60 -0.47
C 5.87 2.63 -2.71 -0.50
C 4.87 2.15 -1.95 -0.36
C 4.11 2.25 1.62 0.78
C 3.68 2.64 2.92 -0.29
C 4.52 2.38 4.01 -0.33
C 5.89 2.07 3.85 -0.71
C 6.32 1.83 2.55 -0.32
C 5.46 1.87 1.46 -0.90
H 1.80 4.23 1.19 0.45
H 1.50 3.97 -0.64 0.43
H 3.90 4.91 -0.19 0.26
H 5.81 5.90 -1.61 0.47
H 6.75 4.42 -3.45 0.28
H 6.38 2.02 -3.44 0.46
H 4.55 1.10 -1.99 0.55
H 2.66 2.94 3.10 0.01
H 4.09 2.52 4.97 0.43
H 6.59 1.93 4.70 0.31
H 7.39 1.59 2.37 0.32
H 5.83 1.53 0.52 0.42
N -2.76 -1.38 1.00 0.04
C -1.77 -1.04 2.12 0.37
C -1.60 -2.27 3.03 -0.97
C -0.51 -2.17 4.12 -1.01
C -0.53 -1.10 5.21 -0.93
N -0.14 0.21 4.71 0.31
C -0.15 1.37 5.36 0.78
N -0.42 1.40 6.68 -0.39
N 0.22 2.51 4.71 -0.22
C -0.47 -0.65 1.37 0.59
O 0.61 -0.54 1.97 -1.06
O -0.60 -0.36 0.14 -0.90
H -3.59 -1.82 1.45 0.25
H -2.34 -2.10 0.40 -0.28
H -2.15 -0.19 2.68 0.09
H -1.44 -3.16 2.45 0.42
H -2.58 -2.45 3.54 0.39
H 0.44 -2.08 3.61 0.35
H -0.38 -3.11 4.67 0.48
H 0.18 -1.41 5.96 0.61
H -1.55 -1.09 5.60 0.43
H 0.24 0.18 3.76 -0.02
H -0.73 0.57 7.22 0.23
H -0.09 2.22 7.18 0.21
H 0.20 2.47 3.65 0.28
H 0.09 3.47 5.13 0.25
B -5.90 1.25 -1.30 0.23
N -5.17 2.05 -2.39 0.26
C -5.76 2.74 -3.42 -0.24
C -4.76 3.55 -3.99 -0.98
C -3.58 3.15 -3.41 -0.43
N -3.86 2.35 -2.38 -0.14
N -5.34 1.58 0.16 -0.03
C -6.06 1.90 1.23 -0.09
C -5.21 2.21 2.31 -1.08
C -3.94 2.11 1.76 -0.44
N -4.02 1.59 0.50 -0.03
H -7.10 1.51 -1.23 -0.17
H -5.91 0.11 -1.54 -0.26
H -6.81 2.60 -3.61 0.44
H -4.84 4.16 -4.91 0.30
H -2.56 3.36 -3.60 0.46
H -7.15 1.86 1.18 0.40
H -5.50 2.44 3.34 0.37
H -2.96 2.27 2.18 0.63
F 7.38 -3.38 2.25 -0.33
C 6.49 -3.16 1.29 0.15
C 6.83 -2.54 0.07 0.46
F 8.00 -1.93 -0.04 -0.36
C 5.94 -2.49 -1.00 -0.16
F 6.33 -1.83 -2.11 -0.32
C 4.51 -2.81 -0.82 0.61
S 3.28 -2.43 -1.88 -0.44
C 4.22 -3.54 0.38 -0.08
F 3.02 -4.11 0.67 -0.29
C 5.23 -3.72 1.34 0.22
F 4.92 -4.49 2.42 -0.37
```

---

Record 3
Entry from OMol25: a 2-piece molecular cluster, C3H9N2 overall in a non-equilibrium geometry (ωB97M-V/def2-TZVPD).

Output
* orbital gap (alpha / beta): 6.17 / 10.82 eV
* 2S+1: 2
* relative energy (zero: lowest compared OMol25 entry of this formula, charge and spin): 36.62 kcal per mole
* expectation value of S²: 0.75
* E_LUMO (alpha / beta): 0.99 / 0.97 eV

```
14
Properties=species:S:1:pos:R:3:nbo_charge:R:1
C -0.64 -0.27 2.15 -0.41
C 1.13 1.02 1.07 -0.31
N 0.50 -0.09 1.20 -0.58
H -0.36 -0.88 3.04 0.19
H -1.46 -0.76 1.65 0.19
H -0.91 0.75 2.43 0.20
H 0.64 1.89 1.38 0.15
H 2.05 0.99 0.53 0.18
H 0.67 -0.76 0.45 0.38
C -0.64 -0.58 -2.67 -0.05
N 0.33 0.22 -2.46 -0.59
H -1.24 -0.91 -1.80 0.16
H -1.00 -0.88 -3.67 0.15
H 0.92 0.25 -3.31 0.33
```

---

Record 4
Entry from OMol25: one molecule with the formula C6H12O (ωB97M-V/def2-TZVPD).

Output
* orbital gap: 10.47 eV
* structure (SMILES): C[C@H]1OCC1(C)C
* 2S+1: 1
* relative energy (zero: lowest compared OMol25 entry of this formula, charge and spin): 26.58 kcal per mole
* E_LUMO: 0.95 eV

```
19
Properties=species:S:1:pos:R:3:nbo_charge:R:1
C -0.60 2.06 -0.11 -0.64
C -0.98 0.59 -0.01 0.12
O -1.44 0.09 -1.27 -0.54
C -0.40 -0.89 -1.31 -0.05
C 0.14 -0.49 0.07 -0.10
C -0.04 -1.54 1.18 -0.60
C 1.58 0.02 0.07 -0.61
H -1.48 2.66 -0.35 0.22
H -0.19 2.42 0.84 0.21
H 0.14 2.22 -0.90 0.21
H -1.76 0.47 0.75 0.17
H 0.29 -0.71 -2.15 0.17
H -0.80 -1.91 -1.40 0.17
H -0.99 -1.40 1.72 0.21
H 0.76 -1.48 1.92 0.21
H -0.02 -2.55 0.77 0.21
H 1.81 0.53 1.01 0.21
H 1.77 0.71 -0.76 0.21
H 2.27 -0.83 -0.02 0.21
```

---

Record 5
Entry from OMol25: a 2-piece molecular cluster, C2H2ClO3P overall in a non-equilibrium geometry (ωB97M-V/def2-TZVPD).

Output
* orbital gap (alpha / beta): 6.03 / 5.05 eV
* charge: -2
* 2S+1: 1
* relative energy (zero: lowest compared OMol25 entry of this formula, charge and spin): 152.09 kcal per mole
* E_LUMO (alpha / beta): 6.21 / 6.20 eV

```
9
Properties=species:S:1:pos:R:3:nbo_charge:R:1
C 0.55 -0.66 -0.31 -0.76
C -2.33 -0.50 0.03 -0.26
O -2.96 2.13 -0.31 -1.18
O -2.77 0.09 1.26 -0.83
O -5.04 0.65 -0.20 -1.15
P -3.53 0.77 -0.12 2.21
Cl -3.07 -2.08 -0.15 -0.19
H 0.98 -1.23 0.60 0.05
H 0.14 0.27 0.15 0.11
```

---

Record 6
Entry from OMol25: C7H4INNaO4 as an isolated structure in a non-equilibrium geometry (ωB97M-V/def2-TZVPD).

Output
* orbital gap: 7.78 eV
* charge: -1
* 2S+1: 1
* relative energy (zero: lowest compared OMol25 entry of this formula, charge and spin): 10.48 kcal per mole
* E_LUMO: 2.22 eV

```
18
Properties=species:S:1:pos:R:3:nbo_charge:R:1
Na -1.08 0.76 3.05 0.89
O -1.45 -0.36 4.69 -0.59
N -2.33 -0.87 3.96 0.27
O -2.92 -0.10 3.18 -0.59
I 0.19 -2.65 -3.93 0.07
C 0.38 -1.21 -2.39 -0.13
C -0.49 -1.25 -1.32 -0.27
C -0.35 -0.31 -0.31 -0.17
C 0.64 0.67 -0.38 -0.14
C 1.48 0.70 -1.48 -0.16
C 1.37 -0.24 -2.49 -0.27
C 0.82 1.73 0.73 0.77
O 1.59 2.66 0.47 -0.71
O 0.16 1.55 1.79 -0.88
H -1.26 -2.01 -1.26 0.22
H -1.02 -0.32 0.54 0.22
H 2.23 1.48 -1.52 0.24
H 2.03 -0.21 -3.35 0.21
```

---

Record 7
Entry from OMol25: a 7-piece molecular cluster, C24H66N7O9 overall in a non-equilibrium geometry (ωB97M-V/def2-TZVPD).

Output
* orbital gap: 5.82 eV
* charge: -1
* 2S+1: 1
* relative energy (zero: lowest compared OMol25 entry of this formula, charge and spin): 85.40 kcal per mole
* E_LUMO: 2.16 eV

```
106
Properties=species:S:1:pos:R:3:mulliken_charge:R:1
N -4.01 6.57 9.90 1.06
O -4.16 7.78 10.02 -0.70
O -3.40 6.06 9.00 -0.69
O -4.42 5.86 10.75 -0.68
C -9.55 2.18 9.98 -1.28
C -8.43 1.23 9.56 0.71
C -8.50 -0.23 10.03 -0.73
O -7.62 -1.17 9.44 -0.39
C -6.27 -0.76 9.43 -0.72
N -8.50 1.24 8.08 -0.74
H -9.73 2.97 9.24 0.35
H -9.37 2.63 10.95 0.32
H -10.48 1.63 10.15 0.28
H -7.49 1.65 9.91 0.22
H -9.52 -0.61 9.91 0.36
H -8.35 -0.34 11.10 0.33
H -5.94 -0.16 10.27 0.30
H -6.09 -0.10 8.59 0.25
H -5.60 -1.62 9.31 0.28
H -8.30 2.17 7.74 0.25
H -7.89 0.58 7.62 0.22
C -6.03 -2.47 15.61 -1.28
C -6.02 -1.68 17.00 0.31
C -7.25 -0.66 17.01 -0.72
O -7.22 0.19 15.87 -0.31
C -6.26 1.20 16.10 -0.69
N -6.08 -2.72 18.08 -0.76
H -6.05 -1.72 14.83 0.33
H -6.67 -3.32 15.37 0.33
H -5.05 -2.94 15.52 0.41
H -5.02 -1.27 17.17 0.23
H -7.14 -0.31 18.04 0.39
H -8.23 -1.14 16.96 0.34
H -6.55 1.85 16.92 0.28
H -6.17 1.89 15.25 0.29
H -5.27 0.75 16.19 0.26
H -7.04 -3.02 18.00 0.31
H -5.51 -3.45 17.69 0.29
C -9.95 7.51 15.02 -1.42
C -9.22 8.67 14.32 0.42
C -7.88 9.19 15.04 -0.76
O -7.30 10.08 14.14 -0.27
C -6.12 10.62 14.70 -0.75
N -8.97 8.24 12.95 -0.66
H -10.45 7.82 15.93 0.34
H -9.21 6.81 15.41 0.34
H -10.73 6.98 14.47 0.40
H -9.78 9.60 14.30 0.24
H -7.26 8.32 15.26 0.40
H -8.16 9.70 15.96 0.36
H -5.61 11.14 13.88 0.26
H -5.47 9.82 15.05 0.31
H -6.35 11.29 15.53 0.29
H -8.40 7.40 12.86 0.25
H -9.85 7.83 12.65 0.24
C 2.06 11.70 8.07 -1.40
C 1.15 11.12 6.94 0.30
C 1.96 11.26 5.56 -0.80
O 1.28 10.67 4.43 -0.38
C 2.24 10.89 3.29 -0.69
N 0.72 9.79 7.26 -0.62
H 2.27 12.74 7.80 0.35
H 3.01 11.17 8.17 0.37
H 1.56 11.80 9.03 0.41
H 0.24 11.72 6.86 0.36
H 2.98 10.93 5.75 0.37
H 2.00 12.34 5.42 0.34
H 1.80 11.10 2.32 0.27
H 2.81 9.98 3.11 0.24
H 2.91 11.71 3.56 0.32
H 0.24 10.04 8.12 0.30
H 1.54 9.30 7.59 0.26
C 2.82 5.07 12.97 -1.44
C 2.93 4.76 11.49 0.58
C 1.66 4.26 10.80 -0.75
O 1.26 3.06 11.34 -0.37
C 0.20 3.07 12.28 -0.82
N 3.50 5.89 10.82 -0.73
H 2.36 4.28 13.56 0.30
H 2.10 5.89 12.94 0.36
H 3.66 5.39 13.58 0.34
H 3.56 3.88 11.44 0.20
H 1.83 4.04 9.74 0.34
H 0.84 4.97 10.88 0.44
H 0.13 3.78 13.10 0.34
H 0.27 2.13 12.83 0.26
H -0.73 3.25 11.74 0.38
H 4.50 5.79 10.92 0.29
H 3.49 5.52 9.88 0.29
C -0.55 0.73 4.69 -1.41
C -0.47 2.23 4.69 0.40
C 0.91 2.70 4.24 -0.77
O 1.20 4.11 4.52 -0.30
C 2.58 4.48 4.51 -0.79
N -1.46 2.70 3.81 -0.60
H -1.41 0.22 5.13 0.41
H 0.21 0.33 5.36 0.36
H -0.38 0.24 3.73 0.32
H -0.64 2.70 5.66 0.26
H 1.13 2.42 3.21 0.35
H 1.63 2.15 4.85 0.35
H 2.77 5.39 5.07 0.31
H 2.99 4.57 3.50 0.28
H 3.24 3.88 5.14 0.31
H -2.27 2.21 4.16 0.25
H -1.25 2.57 2.84 0.24
```

---

Record 8
Entry from OMol25: a 2-piece molecular cluster, C19H21F4NO4PS overall (ωB97M-V/def2-TZVPD).

Output
* orbital gap: 6.44 eV
* charge: -1
* 2S+1: 1
* E_LUMO: 2.34 eV

```
51
Properties=species:S:1:pos:R:3:nbo_charge:R:1
O 0.75 4.09 -3.07 -1.00
P 0.26 3.85 -1.51 1.33
O -1.32 3.45 -1.83 -1.01
C 0.95 2.20 -1.15 -0.49
C 1.72 2.07 0.02 0.05
C 1.94 3.20 1.01 -0.44
C 1.76 2.72 2.46 -0.44
C 0.45 1.96 2.61 0.05
F -0.57 2.54 1.82 -0.40
C 2.30 0.83 0.32 -0.24
C 2.10 -0.27 -0.49 -0.15
C 1.33 -0.15 -1.64 -0.25
C 0.75 1.07 -1.97 0.27
N -0.08 1.10 -3.12 -0.62
C -1.03 0.06 -3.23 0.23
C -2.37 0.34 -3.51 -0.26
C -3.28 -0.70 -3.63 -0.21
C -2.87 -2.02 -3.47 -0.23
C -1.54 -2.30 -3.17 -0.19
C -0.63 -1.26 -3.05 -0.23
S 1.07 -1.55 -2.69 0.30
H 0.05 3.93 -3.72 0.49
H -1.88 3.97 -1.25 0.51
H 2.93 3.66 0.87 0.21
H 1.21 3.99 0.84 0.22
H 2.57 2.08 2.77 0.22
H 1.73 3.61 3.10 0.20
H 0.56 0.92 2.34 0.21
H 0.09 2.00 3.64 0.17
H 2.89 0.70 1.21 0.23
H 2.52 -1.23 -0.22 0.25
H -0.57 1.98 -3.19 0.38
H -2.68 1.37 -3.61 0.21
H -4.32 -0.48 -3.84 0.21
H -3.59 -2.82 -3.56 0.21
H -1.22 -3.32 -3.03 0.22
C -1.60 -2.69 1.38 -0.65
C -1.02 -1.67 2.36 -0.07
O -0.48 -2.17 3.55 -0.59
C 0.95 -2.53 3.48 0.33
O 1.71 -1.66 2.90 -0.89
C 1.11 -3.94 2.84 0.91
F 0.14 -4.83 3.19 -0.36
F 2.27 -4.50 3.26 -0.35
F 1.17 -3.96 1.49 -0.34
H -2.16 -3.46 1.92 0.20
H -2.26 -2.19 0.67 0.19
H -0.82 -3.19 0.80 0.22
H -1.85 -1.02 2.67 0.15
H -0.28 -1.03 1.87 0.18
H 1.14 -2.75 4.56 0.09
```

---

Record 9
Entry from OMol25: a 3-piece molecular cluster, C3H11NO3S overall in a non-equilibrium geometry (ωB97M-V/def2-TZVPD).

Output
* orbital gap: 5.82 eV
* charge: -2
* 2S+1: 1
* relative energy (zero: lowest compared OMol25 entry of this formula, charge and spin): 39.19 kcal per mole
* E_LUMO: 5.96 eV

```
19
Properties=species:S:1:pos:R:3:nbo_charge:R:1
C -0.08 0.11 -1.23 -0.07
O -0.65 1.43 -1.01 -0.83
C -0.96 -0.75 -0.22 -0.07
C -1.23 -2.19 -0.79 -0.59
S 0.13 -3.25 -1.01 -0.69
N -0.41 -0.84 1.10 -0.88
H -0.23 -0.09 -2.32 0.15
H 0.95 0.06 -1.02 0.18
H -1.90 -0.11 -0.20 0.19
H -2.07 -2.06 -1.50 0.16
H -2.07 -2.57 -0.12 0.14
H -1.04 -0.90 1.88 0.34
H 0.34 -1.51 1.25 0.38
H 1.84 2.43 -0.63 0.42
H 0.10 1.94 -0.51 0.52
O 1.38 2.74 0.15 -1.27
H 2.12 2.43 1.62 0.52
H 1.47 1.37 2.16 0.47
O 2.33 1.75 2.40 -1.06
```

---

Record 10
Entry from OMol25: C50H41AgN5O2S2 as an isolated structure (ωB97M-V/def2-TZVPD).

Output
* orbital gap: 8.41 eV
* charge: +1
* 2S+1: 1
* relative energy (zero: lowest compared OMol25 entry of this formula, charge and spin): 0.00 kcal per mole
* E_LUMO: -2.03 eV

```
101
Properties=species:S:1:pos:R:3:mulliken_charge:R:1
Ag -2.51 0.84 0.94 0.76
C -5.15 -1.13 1.65 -0.72
N -4.55 0.00 2.33 -0.10
C -4.05 -0.24 3.67 -0.93
C -2.86 0.63 3.95 0.46
N -2.44 1.59 3.17 -0.93
C -1.26 2.05 3.74 0.41
C -0.37 3.03 3.29 -0.38
C 0.75 3.26 4.06 -0.76
C 0.99 2.55 5.24 -0.38
C 0.12 1.58 5.70 -1.09
C -1.00 1.34 4.92 0.67
N -2.07 0.46 5.04 0.02
C -4.89 -1.06 0.17 0.01
N -3.98 -0.34 -0.43 -0.21
C -4.05 -0.67 -1.78 -0.16
C -3.31 -0.20 -2.86 0.32
C -3.59 -0.73 -4.11 -0.83
C -4.59 -1.70 -4.28 -0.43
C -5.34 -2.17 -3.22 -1.23
C -5.04 -1.63 -1.97 0.80
N -5.57 -1.85 -0.71 -0.04
H -6.23 -1.24 1.82 0.45
H -4.68 -2.04 2.02 0.31
H -5.12 0.83 2.28 0.24
H -3.72 -1.27 3.74 0.37
H -4.81 -0.08 4.45 0.48
H -0.56 3.56 2.37 0.47
H 1.46 4.02 3.74 0.43
H 1.88 2.77 5.82 0.45
H 0.32 1.03 6.61 0.44
H -2.16 -0.27 5.72 0.23
H -2.55 0.55 -2.74 0.20
H -3.04 -0.39 -4.97 0.50
H -4.78 -2.09 -5.27 0.42
H -6.12 -2.91 -3.35 0.42
H -6.31 -2.49 -0.47 0.23
C 4.91 -1.92 4.45 -1.75
C 3.60 -1.63 3.77 0.97
C 3.19 -0.32 3.54 -1.21
C 1.99 -0.05 2.89 0.14
C 1.21 -1.11 2.47 -0.27
C 1.58 -2.43 2.71 -0.64
C 2.77 -2.68 3.36 -0.88
S -0.32 -0.73 1.66 2.31
O -1.42 -1.45 2.38 -0.86
C -0.09 -1.63 0.11 0.54
C -1.00 -2.67 -0.15 -1.08
C -0.97 -3.31 -1.35 -0.97
C -0.03 -2.93 -2.34 0.87
C 0.01 -3.57 -3.61 -1.07
C 0.91 -3.19 -4.56 -0.77
C 1.84 -2.16 -4.28 -0.74
C 1.83 -1.53 -3.07 -1.24
C 0.89 -1.89 -2.07 1.27
C 0.84 -1.23 -0.81 -1.01
C 1.74 -0.06 -0.55 -0.49
C 3.09 -0.27 -0.13 1.08
C 3.63 -1.57 0.04 -0.61
C 4.92 -1.73 0.46 -1.12
C 5.74 -0.61 0.72 -0.73
C 5.24 0.65 0.56 -1.01
C 3.91 0.85 0.14 0.98
C 3.37 2.16 -0.01 -1.39
C 2.09 2.35 -0.43 -1.29
C 1.29 1.22 -0.70 1.02
S -0.41 1.45 -1.21 2.49
O -1.04 2.39 -0.21 -1.01
C -0.14 2.43 -2.67 -0.26
C 0.32 1.80 -3.82 -0.61
C 0.50 2.56 -4.97 -0.76
C 0.22 3.92 -4.99 1.08
C 0.40 4.74 -6.24 -1.59
C -0.26 4.52 -3.82 -0.86
C -0.44 3.78 -2.66 -0.46
H 5.46 -1.01 4.66 0.36
H 5.54 -2.55 3.81 0.36
H 4.75 -2.46 5.38 0.41
H 3.82 0.50 3.86 0.33
H 1.67 0.97 2.71 0.74
H 0.94 -3.24 2.39 0.54
H 3.08 -3.70 3.55 0.43
H -1.72 -2.93 0.62 0.73
H -1.67 -4.10 -1.58 0.45
H -0.71 -4.36 -3.81 0.49
H 0.93 -3.68 -5.52 0.42
H 2.56 -1.88 -5.04 0.48
H 2.55 -0.74 -2.87 0.56
H 3.00 -2.43 -0.15 0.59
H 5.32 -2.73 0.59 0.47
H 6.76 -0.76 1.04 0.44
H 5.86 1.51 0.76 0.47
H 4.01 3.01 0.20 0.46
H 1.68 3.34 -0.55 0.58
H 0.54 0.74 -3.82 0.33
H 0.86 2.08 -5.87 0.34
H 0.86 4.15 -7.03 0.36
H 1.03 5.60 -6.05 0.37
H -0.56 5.11 -6.60 0.33
H -0.49 5.58 -3.82 0.41
H -0.83 4.24 -1.75 0.52
```

---

Record 11
Entry from OMol25: a 2-piece molecular cluster, C2H6NO3 overall in a non-equilibrium geometry (ωB97M-V/def2-TZVPD).

Output
* orbital gap: 8.26 eV
* charge: -1
* 2S+1: 1
* relative energy (zero: lowest compared OMol25 entry of this formula, charge and spin): 16.07 kcal per mole
* E_LUMO: 4.20 eV

```
12
Properties=species:S:1:pos:R:3:nbo_charge:R:1
C 1.83 0.28 0.25 -0.42
N 0.97 -0.54 -0.63 -0.71
C -0.29 -0.87 -0.07 0.86
O -1.27 -0.99 -0.87 -0.83
O -0.34 -0.99 1.18 -0.78
H 2.05 1.20 -0.12 0.16
H 1.31 0.40 1.23 0.25
H 2.78 -0.29 0.35 0.16
H 1.12 -0.56 -1.63 0.37
H -2.34 0.09 -0.11 0.51
H -2.87 1.54 0.00 0.43
O -2.95 0.74 0.42 -1.00
```

---

Per-record energy, eV: -9269.6872; -180923.1768; -6233.6611; -8463.2015; -30055.0398; -29522.6399; -54806.2851; -60720.7517; -21755.1816; -89728.5117; -9805.5038